(1)
Computed, not measured: a single C5H8N2 molecule, with ωB97M-V/def2-TZVPD.

- frontier orbital gap (eV) = 8.64
- lowest unoccupied orbital energy (eV) = 0.8
- electronic energy (eV) = -8293.886
- HOMO level (eV) = -7.8

```
! RIJCOSX wB97M-V def2-TZVPD def2/J DEFGRID3
* xyz 0 1
N 0.7097 -0.0695 0.1189
N -2.7629 0.6518 0.3699
C 0.1212 -1.2980 0.2751
C -1.6153 0.1508 0.1210
C 2.1030 0.1367 -0.1668
C -1.2280 -1.2518 0.2304
C -0.3283 0.8520 -0.2867
H 2.6977 -0.4139 0.5669
H -0.3675 0.9221 -1.3859
H -0.1975 1.8430 0.1470
H -1.9056 -2.0529 0.4524
H 2.3409 1.1988 -0.0601
H 2.4047 -0.1828 -1.1732
H -2.7220 1.6724 0.3177
H 0.7498 -2.1587 0.4732
*
```


(2)
Computed, not measured: a single C19H30O4S2 molecule in a non-equilibrium geometry, with ωB97M-V/def2-TZVPD.

- frontier orbital gap (eV) = 8.80
- lowest unoccupied orbital energy (eV) = 0.5
- electronic energy (eV) = -50049.514
- HOMO level (eV) = -8.3

```
! RIJCOSX wB97M-V def2-TZVPD def2/J DEFGRID3
* xyz 0 1
S -1.3646 -1.0348 -0.4769
S -1.6616 2.4116 -0.9835
O 0.4930 0.1942 -1.9600
O 0.8672 -1.7194 -3.0752
O -2.3519 3.6800 -1.2460
O -1.2182 0.1331 0.3954
C 5.5664 -1.6762 1.4497
C -3.0491 -1.6995 -0.1051
C 1.1614 -0.9522 -2.1912
C -0.1627 3.0327 1.2116
C 1.7558 4.6718 1.5563
C -0.0226 2.8892 -0.2933
C -5.0031 -3.7931 1.1290
C 4.4082 -1.4969 0.5191
C -0.6883 0.4268 -2.7322
C -1.8319 -0.4284 -2.1776
C 2.2785 -1.1266 -1.2434
C -1.0062 1.9079 -2.6736
C 1.1678 3.3113 1.9130
C 2.2470 -0.5452 0.0222
C 3.3689 -1.9099 -1.6154
C 4.4232 -2.0846 -0.7430
C -4.4526 -2.5594 1.8349
C -3.0605 -2.1618 1.3419
C 3.3051 -0.7349 0.8894
H 1.0357 5.4613 1.7597
H -5.1382 -1.7214 1.6923
H -1.9676 -1.3353 -2.7631
H 0.2513 3.8257 -0.7753
H -4.3108 -4.6268 1.2243
H 2.0273 4.7164 0.5046
H -0.5808 2.0996 1.5950
H -3.7717 -0.9002 -0.2588
H 0.6780 2.0990 -0.5460
H 1.3832 0.0230 0.3298
H 3.3736 -2.3665 -2.5935
H -2.7569 0.1389 -2.1261
H 1.0057 3.2675 2.9924
H -5.9531 -4.0860 1.5694
H 6.3696 -0.9914 1.1761
H 5.2784 -1.4679 2.4769
H -2.6864 -1.3397 1.9566
H -0.8690 3.8366 1.4312
H -1.8072 2.1474 -3.3711
H -3.2271 -2.5154 -0.8009
H 3.2740 -0.2881 1.8727
H 5.2708 -2.6860 -1.0383
H -4.3942 -2.7597 2.9065
H -5.1673 -3.5994 0.0721
H -0.1321 2.5102 -2.9079
H 5.9583 -2.6892 1.3886
H 1.8824 2.5266 1.6523
H 2.6508 4.8644 2.1440
H -0.4699 0.1264 -3.7687
H -2.3764 -3.0058 1.4589
*
```


(3)
Computed, not measured: a single C5H5N molecule in a non-equilibrium geometry, with ωB97M-V/def2-TZVPD.

- frontier orbital gap (alpha / beta) (eV) = 7.97 / 8.31
- lowest unoccupied orbital energy (alpha / beta) (eV) = -0.6 / -0.2
- electronic energy (eV) = -6748.026
- HOMO level (alpha / beta) (eV) = -8.5 / -8.5

```
! RIJCOSX wB97M-V def2-TZVPD def2/J DEFGRID3
* xyz 0 1
N 2.6222 -0.1716 0.1511
C -1.4140 -0.0207 0.6778
C 1.3947 -0.8293 -0.2902
C 0.6255 0.3738 -0.2380
C 1.6580 0.6070 0.6791
C -0.8500 0.5744 -0.5689
H -1.5717 -1.1393 0.5980
H -1.2691 0.7117 1.5591
H -0.9703 0.0662 -1.5290
H 1.0231 -1.8008 -0.1636
H -1.2484 1.6285 -0.8753
*
```


(4)
Computed, not measured: a molecular structure, C5H7N3O4 in a non-equilibrium geometry, with ωB97M-V/def2-TZVPD.

- frontier orbital gap (eV) = 9.96
- lowest unoccupied orbital energy (eV) = 0.4
- electronic energy (eV) = -17950.220
- HOMO level (eV) = -9.6

```
! RIJCOSX wB97M-V def2-TZVPD def2/J DEFGRID3
* xyz 0 1
O -0.6801 0.5812 -0.4482
O 1.1122 -1.5876 1.0930
O 2.0495 -1.4875 -1.1917
O -0.4446 0.3531 1.6045
N 3.1541 0.9686 -0.4761
N -3.5632 -0.3531 -1.3099
N -2.9257 -0.2601 -0.4183
C -2.2928 -0.0247 0.6503
C 1.7890 0.6420 -0.0069
C -1.0421 0.3621 0.7008
C 1.7352 -0.8197 -0.0286
C 0.5584 1.1643 -0.4749
H -2.8258 -0.2924 1.5344
H 1.8468 0.7135 1.0358
H 0.9189 -1.1178 1.7270
H 0.5333 2.2794 -0.2254
H 3.0889 2.2086 -0.6373
H 0.8071 1.2852 -1.8421
H 3.1850 0.6014 -1.4299
*
```


(5)
Computed, not measured: 2 unconnected molecules or ions with the total composition C3H4FI in a non-equilibrium geometry, with ωB97M-V/def2-TZVPD.

- frontier orbital gap (alpha / beta) (eV) = 8.67 / 6.70
- lowest unoccupied orbital energy (alpha / beta) (eV) = -0.9 / -2.5
- electronic energy (eV) = -13989.939
- HOMO level (alpha / beta) (eV) = -9.6 / -9.2

```
! RIJCOSX wB97M-V def2-TZVPD def2/J DEFGRID3
* xyz 0 1
I -2.7837 -0.7860 1.8354
F -0.6766 1.9285 0.3915
C 1.0902 -0.0864 0.1689
C -0.2871 0.6058 0.3537
C -0.0657 -0.2669 -0.7835
H -0.6456 -1.1838 -0.9478
H 1.3180 -1.0446 0.7394
H 0.0645 0.2773 -1.7756
H 1.9860 0.5561 0.0181
*
```


(6)
Computed, not measured: 2 unconnected molecules or ions with the total composition C6H8BrF3O5 in a non-equilibrium geometry, with ωB97M-V/def2-TZVPD.

- frontier orbital gap (eV) = 11.01
- lowest unoccupied orbital energy (eV) = 0.5
- electronic energy (eV) = -94783.362
- HOMO level (eV) = -10.5

```
! RIJCOSX wB97M-V def2-TZVPD def2/J DEFGRID3
* xyz 0 1
Br -0.0763 -0.2763 0.0028
F 2.5048 2.9266 1.4095
F 1.9045 2.3498 3.3826
F 0.4681 2.3888 1.7894
O -1.6626 0.0651 -2.0363
O 0.1588 -0.7327 2.7114
O 4.0554 -1.8402 2.1103
O 1.8662 -1.5918 1.6118
O 2.8629 -0.0216 2.7982
C -2.9766 -0.6755 -3.9322
C 3.0864 -1.2615 2.1661
C 1.7234 2.0934 2.0761
C 0.9923 -0.4424 1.6390
C 2.0971 0.6252 1.8148
C -2.6812 -0.8443 -2.4546
H 0.0988 0.0183 3.3225
H -2.3250 -1.8530 -2.2482
H -3.7483 -1.3744 -4.2585
H -3.3136 0.3421 -4.1455
H -1.9789 0.9600 -2.2077
H 2.5993 0.6562 0.8286
H -2.0752 -0.8452 -4.5231
H -3.5802 -0.6666 -1.8566
*
```


(7)
Computed, not measured: a gas-phase ion, C10H16N3OS (charge +1) in a non-equilibrium geometry, with ωB97M-V/def2-TZVPD.

- frontier orbital gap (eV) = 6.66
- lowest unoccupied orbital energy (eV) = -3.6
- electronic energy (eV) = -27974.450
- HOMO level (eV) = -10.3

```
! RIJCOSX wB97M-V def2-TZVPD def2/J DEFGRID3
* xyz 1 1
S -0.9463 1.7496 0.3145
O 0.9372 -0.7467 -0.0483
N 0.3954 -3.3034 0.0165
N -3.6359 0.6812 0.3624
N 1.4481 3.0761 -0.0886
C -3.0131 -1.7406 0.3351
C 1.4962 0.4861 0.3999
C -2.7067 -0.3293 0.3833
C 3.0086 0.1248 0.3418
C 0.8049 1.3134 -1.8659
C -0.3994 -1.0176 0.1861
C -0.6542 -2.3866 0.2274
C -1.3557 0.0153 0.3236
C 0.8226 1.7298 -0.4150
C -1.9888 -2.6974 0.3822
H -4.6123 0.3004 0.3420
H 0.8893 3.4847 0.6263
H 1.5651 3.7960 -0.9162
H 1.1594 0.3079 -1.7878
H 3.6559 0.5768 0.9933
H -4.0146 -2.1660 0.5756
H 3.5161 0.1256 -0.6430
H 1.2269 -2.9616 0.4616
H 0.1504 -4.1697 0.4777
H 1.4362 1.9497 -2.4639
H 1.2910 0.7736 1.5179
H 3.0361 -0.8765 0.7364
H 2.4390 2.8433 0.1475
H -2.2976 -3.7511 0.2870
H -3.4635 1.4443 0.9474
H -0.1903 1.3679 -2.1569
*
```


(8)
Computed, not measured: a molecular structure, C13H16MoN3STe4, with ωB97M-V/def2-TZVPD.

- frontier orbital gap (eV) = 6.35
- lowest unoccupied orbital energy (eV) = -4.9
- electronic energy (eV) = -60067.868
- HOMO level (eV) = -11.3

```
! RIJCOSX wB97M-V def2-TZVPD def2/J DEFGRID3
* xyz 1 1
Te -1.1896 0.2548 4.3612
Te -4.0410 -1.1025 2.1664
Te -3.8475 0.4610 4.4220
Te -5.0877 1.2080 1.2461
Mo -2.4137 1.3646 2.2226
S -2.3746 3.3960 2.5382
N 7.0946 -1.3895 0.1752
N -2.1198 1.1555 0.0170
N -1.9996 -0.2098 -0.4157
C -1.4636 -1.8546 -2.0476
C 3.8707 -1.4614 1.5168
C 6.0255 -1.0555 0.4281
C -0.2504 0.3322 -2.1231
C 4.6851 -0.6393 0.7408
C 2.0992 0.1597 1.3406
C -1.5902 -0.3495 -1.8397
C 2.9211 0.9783 0.5629
C 0.7586 0.5607 1.6485
C -2.6909 0.2163 -2.7296
C -0.3865 0.8922 1.8883
C 2.5835 -1.0610 1.8172
C 4.2112 0.5818 0.2658
H 4.2535 -2.4043 1.8815
H -2.4753 -0.0132 -3.7729
H -0.7074 -2.2798 -1.3828
H -1.1613 -2.0680 -3.0722
H 0.5293 -0.0380 -1.4529
H -1.2990 1.7029 -0.2510
H -2.9395 1.5371 -0.4498
H -2.7659 1.3043 -2.6571
H 0.0619 0.1261 -3.1469
H 4.8566 1.2111 -0.3309
H -3.6564 -0.2214 -2.4728
H -1.2634 -0.6021 0.1680
H -0.3027 1.4209 -2.0322
H 2.5454 1.9266 0.2027
H -2.4148 -2.3511 -1.8558
H 1.9444 -1.6892 2.4233
*
```